Record 1
The following is a quantum chemistry calculation of C8H10AuO5 as an isolated structure, from OMol25.

Net charge: +3
⟨S²⟩: 2.0084
Energy relative to the best compared isomer or geometry (same formula, charge and spin) (kcal/mol): 42.13
2S+1: 3
Max |F| (eV/Å): 6.73
Gap between HOMO and LUMO (spin up / spin down) (eV): 9.4 / 4.9

Cartesian coordinates (Å):
Au  -0.4112  0.6253  -1.6409
C  1.1767  -1.3364  -1.7301
O  1.8906  -2.1889  -1.8291
C  -0.3879  0.5292  -3.6496
O  -0.3758  0.4745  -4.7948
C  1.3476  1.7905  -1.5430
O  2.3284  2.3892  -1.6015
C  -1.8904  -0.8832  -1.4762
O  -2.6759  -1.7244  -1.4910
H  -3.0467  3.7131  -0.7952
H  -3.1040  3.7586  -1.5333
C  1.3105  -0.9336  2.0883
C  -0.1333  -0.8937  2.5843
C  -0.8762  -0.7491  1.2512
O  -0.0586  0.2857  0.5945
C  1.3279  0.2541  1.1109
H  2.0771  -0.8135  2.8490
H  1.5015  -1.8502  1.5054
H  -0.3195  0.0226  3.1612
H  -0.4590  -1.7868  3.1106
H  -0.8191  -1.7020  0.6723
H  -1.9201  -0.4023  1.2658
H  1.4361  1.2458  1.5890
H  2.0812  0.1755  0.3023

Record 2
The following is a quantum chemistry calculation of C8H10B2FeO5 as an isolated structure, from OMol25.

Net charge: +3
⟨S²⟩: 8.7656
Energy relative to the best compared isomer or geometry (same formula, charge and spin) (kcal/mol): 7.68
2S+1: 6
Max |F| (eV/Å): 1.09
Gap between HOMO and LUMO (spin up / spin down) (eV): 7.6 / 5.2

Cartesian coordinates (Å):
C  3.6860  -0.1298  1.1478
O  3.3651  -0.6927  -0.0620
B  2.0826  -0.9901  -0.4686
O  1.7321  -2.2029  -0.8867
C  0.9050  0.1312  -0.5328
C  0.8847  1.0707  -1.5013
C  -0.2422  2.0516  -1.5379
O  -0.1025  3.1793  -1.8638
C  -1.5551  1.4896  -1.0330
C  -1.5104  0.5650  -0.0713
B  -2.8991  -0.0678  0.5520
C  -3.1580  -1.5675  -0.1178
O  -3.6920  0.4578  1.4209
C  -0.1948  0.1225  0.3856
O  -0.0327  -0.2632  1.5958
H  4.1919  -0.8305  1.8013
H  4.2384  0.7979  1.0538
H  2.6770  0.1366  1.7026
H  2.4047  -2.6477  -1.4309
H  1.6577  1.1516  -2.2515
H  -2.4787  1.8505  -1.4640
H  -3.7469  -2.0848  0.6403
H  -2.2169  -2.0552  -0.3311
H  -3.6840  -1.3676  -1.0490
H  -3.6485  1.4016  1.6493
Fe  1.3365  0.4938  2.6525

Record 3
The following is a quantum chemistry calculation of one molecule with the formula C8H10BNS, from OMol25.

Net charge: 0
Energy relative to the best compared isomer or geometry (same formula, charge and spin) (kcal/mol): 0.00
SMILES: CCB1Nc2ccccc2S1
Max |F| (eV/Å): 3.74
Gap between HOMO and LUMO (eV): 8.8

Cartesian coordinates (Å):
B  1.3373  -0.7280  0.0018
C  -2.3963  2.3013  -0.4179
C  -1.7292  3.0385  0.5564
C  -1.9160  1.1100  -0.8501
C  -0.4729  2.6399  1.0151
C  -0.7142  0.6074  -0.3301
C  -0.0277  1.3626  0.5848
C  1.4076  -3.2637  0.2293
C  2.1200  -2.0708  -0.3374
N  -0.0688  -0.5343  -0.6420
S  1.5225  0.6792  1.1219
H  -3.2172  2.7908  -0.9862
H  -1.9785  4.0201  0.8214
H  -2.4784  0.5570  -1.4829
H  0.0068  3.1657  1.9315
H  1.9978  -4.1730  0.1169
H  1.4051  -3.1778  1.3971
H  0.2994  -3.2648  -0.1713
H  3.0868  -1.8989  0.2105
H  2.2850  -2.0391  -1.3794
H  -0.4690  -1.1221  -1.3898

Record 4
The following is a quantum chemistry calculation of an isolated ion of composition C8H10BrN4O and charge +1, from OMol25.

Net charge: +1
Energy relative to the best compared isomer or geometry (same formula, charge and spin) (kcal/mol): 0.00
SMILES: NC(=O)N(Br)C(=[NH2+])Nc1ccccc1
Max |F| (eV/Å): 3.80
Gap between HOMO and LUMO (eV): 8.3

Cartesian coordinates (Å):
C  -3.7295  1.0336  0.3648
C  -2.9860  1.3175  -0.7616
C  -3.2007  0.1020  1.2819
C  -1.7298  0.6941  -0.8771
C  -1.9720  -0.5086  1.1446
C  -1.1383  -0.1789  0.0367
C  1.1865  0.2371  0.0683
C  2.8091  -1.6188  -0.3548
N  4.0731  -1.8451  -0.6105
N  0.2082  -0.6406  -0.0221
N  2.5114  -0.2491  0.0282
N  1.0957  1.5888  0.0240
O  1.9633  -2.4721  -0.5063
Br  3.8418  1.0117  0.5039
H  -4.6936  1.5213  0.5716
H  -3.4399  1.8701  -1.7134
H  -3.8327  -0.1990  2.2404
H  -1.1017  1.0011  -1.8297
H  -1.7180  -1.1445  1.9260
H  4.7799  -1.2673  -0.3053
H  4.3346  -2.7746  -0.8532
H  0.4800  -1.6397  -0.1365
H  0.2846  2.0817  -0.2677
H  1.9738  2.0795  0.0476

Record 5
The following is a quantum chemistry calculation of one molecule with the formula C8H10BrP, from OMol25.

Net charge: 0
Energy relative to the best compared isomer or geometry (same formula, charge and spin) (kcal/mol): 0.00
SMILES: CCP(Br)c1ccccc1
Max |F| (eV/Å): 2.99
Gap between HOMO and LUMO (eV): 9.3

Cartesian coordinates (Å):
C  0.2398  -3.2883  0.2703
C  0.8460  -2.4196  1.1835
C  -0.2511  -2.8617  -0.9718
C  1.0346  -1.1067  0.7850
C  -0.2054  -1.4450  -1.2595
C  0.4833  -0.5718  -0.4065
C  -0.6052  3.6170  0.3312
C  -0.2818  2.1221  0.4311
P  0.7903  1.1814  -0.8128
Br  -0.7866  1.4055  -2.4159
H  0.3965  -4.4152  0.5015
H  1.5513  -2.6244  2.0126
H  -0.7332  -3.5725  -1.7254
H  1.4098  -0.5068  1.5292
H  -0.7216  -1.1041  -2.1640
H  -1.6347  3.6820  -0.1012
H  -0.5248  4.2048  1.2885
H  -0.0373  4.1170  -0.4452
H  -1.1519  1.4824  0.5454
H  0.1820  2.1037  1.4240

Record 6
The following is a quantum chemistry calculation of a 2-piece molecular cluster, C8H10Cl2INO3P overall, from OMol25.

Net charge: +1
Max |F| (eV/Å): 1.43
Gap between HOMO and LUMO (eV): 7.3

Cartesian coordinates (Å):
O  2.2532  -0.5510  -2.3230
C  1.9677  0.3377  -1.5773
O  2.8432  1.0042  -0.7813
P  4.1067  1.8041  -1.6198
O  5.3487  0.9460  -1.0598
I  4.3437  3.9269  -0.4392
C  0.5494  0.8185  -1.3931
C  -0.0933  0.5940  -0.1816
C  -1.3782  1.0644  -0.0134
N  -1.9496  1.7268  -1.0347
C  -1.3576  1.9381  -2.2157
C  -0.0817  1.4925  -2.4343
H  5.0451  0.2745  -0.4328
H  0.3968  0.0695  0.6224
H  -1.9692  0.9372  0.8863
H  -2.8885  2.0805  -0.8990
H  -1.8963  2.4729  -2.9840
H  0.4116  1.6595  -3.3804
Cl  -1.5311  -0.9219  1.8602
C  -2.0344  -2.1747  3.0470
C  -1.8231  -3.5644  2.5080
Cl  -2.9251  -3.9239  1.1577
H  -3.0760  -1.9919  3.2944
H  -1.4338  -2.0229  3.9415
H  -2.0242  -4.2891  3.2946
H  -0.8042  -3.7076  2.1574

Record 7
The following is a quantum chemistry calculation of C8H10Cl2InOSSe4 as an isolated structure, from OMol25.

Net charge: +1
Energy relative to the best compared isomer or geometry (same formula, charge and spin) (kcal/mol): 0.00
Max |F| (eV/Å): 0.49
Gap between HOMO and LUMO (spin up / spin down) (eV): 6.6 / 6.6

Cartesian coordinates (Å):
In  -1.5114  -1.2559  -1.5063
Se  -1.7348  -0.4435  1.8489
Se  -1.7825  1.4684  2.9150
Se  -1.5791  3.1715  1.2409
Se  -1.3701  2.1330  -0.6716
C  2.8091  -2.6634  -0.0730
S  1.3969  -1.7957  0.5732
O  0.2216  -2.2700  -0.2845
C  1.8060  -0.1459  0.0629
C  1.8469  0.1845  -1.2871
C  2.1437  1.4885  -1.6510
C  2.4043  2.4424  -0.6698
C  2.3641  2.0985  0.6738
C  2.0563  0.7951  1.0493
H  2.9237  -2.4312  -1.1302
H  2.6278  -3.7268  0.0791
H  3.6831  -2.3417  0.4966
H  1.6686  -0.5701  -2.0443
H  2.1834  1.7590  -2.6994
H  2.6411  3.4590  -0.9590
H  2.5627  2.8451  1.4333
H  2.0020  0.5186  2.0973
Cl  -6.1207  0.6321  0.6412
C  -6.0032  -1.0351  0.1127
Cl  -4.3527  -1.4252  -0.4931
H  -6.6877  -1.2027  -0.7048
H  -6.1990  -1.6883  0.9499

Record 8
The following is a quantum chemistry calculation of one molecule with the formula C8H10Cl2OSi, from OMol25.

Net charge: 0
Energy relative to the best compared isomer or geometry (same formula, charge and spin) (kcal/mol): 49.57
Max |F| (eV/Å): 5.14
Gap between HOMO and LUMO (eV): 8.8

Cartesian coordinates (Å):
C  -1.4004  2.2609  -0.0750
C  -2.6444  1.7179  -0.1518
C  -0.1566  1.5165  -0.0287
C  -0.1162  0.1965  -0.0295
C  -3.0077  0.3442  0.0447
C  -2.0811  -0.6064  0.1795
C  2.5661  -0.4598  1.0791
C  1.4712  -2.1795  -1.2476
O  1.1359  2.0859  0.1170
Si  1.0411  -1.2190  0.3106
Cl  -4.7708  0.0004  -0.0644
Cl  -2.2678  -2.2728  0.2029
H  -1.2150  3.2675  -0.1504
H  -3.4299  2.3386  -0.2215
H  3.3765  -0.0443  0.4225
H  2.2964  0.3333  1.8995
H  3.1731  -1.1331  1.5881
H  2.4080  -2.7410  -1.2086
H  0.7972  -2.8922  -1.5634
H  1.3494  -1.5789  -2.1145
H  1.1639  2.8329  -0.5303
H  0.3111  -1.7675  1.5418

Record 9
The following is a quantum chemistry calculation of C8H10ClIN2OS as an isolated structure, from OMol25.

Net charge: 0
Energy relative to the best compared isomer or geometry (same formula, charge and spin) (kcal/mol): 20.59
Max |F| (eV/Å): 5.62
Gap between HOMO and LUMO (eV): 8.5

Cartesian coordinates (Å):
C  -0.8267  -0.9890  -0.5507
C  -0.7934  1.3803  -0.1554
C  -2.1832  -0.9896  -0.5881
C  -2.1429  1.4287  -0.0446
C  -0.0903  0.1147  -0.2549
C  -2.7613  0.1727  -0.1837
C  2.0743  -0.8549  0.6220
C  -0.2964  -2.3696  -0.9868
N  2.1568  2.1954  1.2845
N  1.2806  0.1330  -0.0262
O  1.7960  2.4889  -1.2515
S  2.3093  1.5406  -0.3029
Cl  -0.5611  -3.3589  0.4319
I  -4.8273  0.3375  0.0656
H  1.3199  2.7611  1.4713
H  -0.2385  2.2929  -0.3150
H  -2.7536  -1.9298  -0.8434
H  -2.7382  2.2899  0.2383
H  2.8002  -0.3185  1.2908
H  1.4113  -1.5364  1.1850
H  2.6084  -1.4452  -0.1798
H  -0.9361  -2.6391  -1.6721
H  0.7533  -2.6296  -1.3495
H  2.6389  1.9250  2.1152